[1]
Here is 2 unconnected molecules or ions with the total composition C3H2FI2O2 at a distorted geometry from the Open Molecules 2025 dataset. Energies are from ωB97M-V/def2-TZVPD.

Calculated values
DFT total energy: -26154.9677 eV
HOMO-LUMO gap (alpha / beta): 0.2444 / 0.2763 hartree
Max |F|: 5.58 eV Å⁻¹
Relative energy (zero: lowest compared OMol25 entry of this formula, charge and spin): 2.539 eV

```
! RIJCOSX wB97M-V def2-TZVPD def2/J DEFGRID3
* xyz -1 1
C 0.63293 -1.15147 1.41943
C 0.22841 0.90399 -1.70826
C -0.69093 -0.61906 0.69456
O 1.08739 -0.44346 2.27381
O 0.92615 -2.24276 0.98506
F -1.47374 -1.54049 0.09293
I -0.55834 2.80308 -1.49458
I -1.60154 1.05354 1.68037
H 0.09512 0.44525 -2.58915
H 1.35455 0.79138 -1.35417
*
```

Atomic partial charges in e from the natural (NBO) method, atoms 1 to 5: 0.67 -0.56 0.18 -0.71 -0.72

[2]
Here is a molecular structure, C23H35BrMoN2OSi from the Open Molecules 2025 dataset. Energies are from ωB97M-V/def2-TZVPD.

Calculated values
DFT total energy: -109208.5507 eV
HOMO-LUMO gap (alpha / beta): 0.2428 / 0.2399 hartree
Max |F|: 0.21 eV Å⁻¹

```
! RIJCOSX wB97M-V def2-TZVPD def2/J DEFGRID3
* xyz 2 1
Mo -0.00860 -1.73320 -1.28625
C 3.63138 -2.57231 -2.47170
C 2.61595 -3.63775 -2.22732
C 2.88496 -4.99925 -2.42260
C 1.91560 -5.94042 -2.16285
C 0.64646 -5.55785 -1.70111
C 0.45248 -4.21949 -1.52564
N 1.41125 -3.29379 -1.78357
N -0.68751 -3.49502 -1.11346
Si -2.41919 -3.52330 -0.62338
C -2.66111 -1.65180 -0.88433
C -2.54993 -4.01952 1.14496
C -3.39409 -4.50224 -1.83917
H 4.36387 -2.56594 -1.66194
H 3.16995 -1.58690 -2.52625
H 4.17167 -2.76181 -3.39784
H 3.86242 -5.29369 -2.77754
H 2.12949 -6.99017 -2.31405
H -0.13382 -6.27592 -1.49517
H -1.86698 -0.93218 -0.58221
H -3.44534 -1.31337 -0.19960
H -2.98556 -1.40435 -1.89583
H -1.94279 -3.38023 1.78866
H -2.23537 -5.05429 1.29318
H -3.58642 -3.94493 1.48239
H -3.17662 -4.20024 -2.86502
H -4.46435 -4.36435 -1.66851
H -3.18832 -5.57000 -1.74246
C -0.71897 4.11137 3.73968
C 0.61244 3.37243 3.53518
C 1.74041 4.38991 3.30387
C 0.92552 2.56888 4.79658
C 0.49997 2.47901 2.30313
C 0.68951 1.09913 2.37296
C 0.56916 0.40093 1.19771
Br 0.84622 -1.50987 1.14148
C 0.28023 0.96694 -0.03333
O 0.22781 0.09729 -1.09139
C 0.07007 2.34625 -0.13242
C 0.19810 3.04899 1.06083
C -0.27636 3.02030 -1.46039
C -1.58924 2.43542 -2.00545
C 0.86706 2.80083 -2.46303
C -0.47078 4.52787 -1.28751
H -0.64981 4.74666 4.62295
H -1.54085 3.40949 3.89192
H -0.96724 4.75244 2.89324
H 1.83090 5.03727 4.17639
H 1.54600 5.02570 2.43949
H 2.69822 3.88916 3.15263
H 0.99280 3.24797 5.64568
H 1.88320 2.04880 4.72351
H 0.14147 1.84312 5.02408
H 0.91802 0.60129 3.30345
H 0.04966 4.11753 1.02844
H -1.50504 1.37262 -2.23662
H -1.86151 2.94946 -2.92766
H -2.40397 2.57455 -1.29249
H 1.02633 1.74626 -2.68801
H 1.80137 3.21664 -2.08329
H 0.63190 3.30709 -3.39978
H -1.28899 4.76113 -0.60424
H -0.71986 4.96238 -2.25532
H 0.43677 5.01908 -0.93365
*
```

Atomic partial charges in e from the natural (NBO) method, atoms 1 to 5: 1.44 -0.66 0.31 -0.24 -0.08

[3]
Here is a molecular structure, C10H18Cl2N2PdS at a distorted geometry from the Open Molecules 2025 dataset. Energies are from ωB97M-V/def2-TZVPD.

Calculated values
DFT total energy: -52996.2685 eV
HOMO-LUMO gap (alpha / beta): 0.2176 / 0.2077 hartree
Max |F|: 4.96 eV Å⁻¹
<S²>: 6.02
Relative energy (zero: lowest compared OMol25 entry of this formula, charge and spin): 0.497 eV

```
! RIJCOSX wB97M-V def2-TZVPD def2/J DEFGRID3
* xyz 0 5
Pd -0.59023 -0.14663 -0.25145
Cl -2.64050 0.43669 0.80527
Cl 1.65288 -0.24614 -1.32416
C -1.60721 -0.82057 -1.97679
H -0.99884 -1.55626 -2.53155
H -2.59846 -1.12120 -1.56602
C 0.68375 1.34595 -0.11295
C -1.33187 0.56973 -2.18387
H 1.57134 1.29058 0.50879
C -2.39828 1.62555 -2.19022
H -0.37826 0.78538 -2.65914
C -1.88678 3.04723 -1.96820
H -2.86002 1.51949 -3.18159
H -3.11645 1.35175 -1.39668
C -1.19207 3.21315 -0.59009
H -1.24042 3.33802 -2.81439
H -2.76413 3.69843 -1.99134
C 0.30787 2.69459 -0.61488
H -1.14314 4.29712 -0.38717
H -1.77531 2.70220 0.20920
H 0.71417 2.67747 -1.64704
H 0.88812 3.41768 -0.01877
S 0.27581 -0.65975 1.90775
C 1.35526 -1.92141 1.61146
N 1.13824 -3.08995 0.98589
C 2.32220 -3.92086 0.95965
C 3.37088 -3.07083 1.65781
N 2.62460 -1.89469 2.05311
H 0.28908 -3.29972 0.48130
H 2.59730 -4.13133 -0.07155
H 2.20579 -4.88870 1.45626
H 4.18845 -2.79357 1.00069
H 3.80557 -3.58983 2.50537
H 3.02408 -1.04187 2.40590
*
```

Atomic partial charges in e from the natural (NBO) method, atoms 1 to 5: 0.92 -0.50 -0.38 -0.56 0.24

[4]
Here is 2 unconnected molecules or ions with the total composition CH5OPS at a distorted geometry from the Open Molecules 2025 dataset. Energies are from ωB97M-V/def2-TZVPD.

Calculated values
DFT total energy: -23288.4591 eV
HOMO-LUMO gap: 0.3255 hartree
Max |F|: 3.85 eV Å⁻¹
Relative energy (zero: lowest compared OMol25 entry of this formula, charge and spin): 1.779 eV

```
! RIJCOSX wB97M-V def2-TZVPD def2/J DEFGRID3
* xyz 0 1
C 0.76873 -0.94585 -0.45035
O -0.19284 1.70941 -0.31112
P -0.59871 0.19366 0.19808
S -2.45034 -0.29869 -0.13871
H 0.85471 -0.86980 -1.47298
H 1.66695 -0.49791 -0.20410
H 0.44334 -1.82477 0.02949
H -0.55394 2.40802 0.22168
H 0.06212 0.12594 2.12800
*
```

Atomic partial charges in e from the natural (NBO) method, atoms 1 to 5: -0.91 -0.99 1.29 -0.51 0.24